No. 1
101
Properties=species:S:1:pos:R:3:forces:R:3:mulliken_charge:R:1 method="wB97M-V/def2-TZVPD" multiplicity=1 gap_ev=3.58 charge=-2 relative_energy_kcal_mol=319.95 largest_force_ev_per_a=10.9
Y 1.637950 -0.449736 0.365330 4.96 -0.75 1.49 -2.1729
O 2.415850 -3.062136 3.115030 0.28 0.04 0.38 -0.7005
C 1.907250 -2.300036 4.106430 0.13 -0.09 0.00 -0.1331
C 1.458650 -2.990636 5.239230 0.32 0.02 0.01 -0.1056
C 0.959650 -2.301936 6.322230 0.15 0.11 -0.28 -0.5046
C 0.835550 -0.916236 6.281730 0.08 0.17 0.03 -0.5823
C 1.182250 -0.232736 5.137730 0.17 -0.13 0.02 -0.6179
C 1.744050 -0.904136 4.049230 0.10 -0.19 -0.02 0.4247
C 2.088250 -0.173036 2.822330 0.23 -0.15 1.36 0.4768
O 2.954550 -0.677536 2.008930 1.37 -0.10 1.28 -0.9655
N 1.415050 0.936264 2.568530 -0.02 0.81 0.16 -0.6950
N 1.747050 1.463064 1.317530 0.70 2.58 0.84 0.1735
C 2.993350 1.685764 1.118730 0.22 0.94 1.63 -0.2042
C 3.606450 1.939664 -0.153970 -0.01 -0.09 -0.76 0.3955
C 4.734150 2.747464 -0.211170 0.10 0.15 -0.03 -0.9807
C 5.392750 2.950764 -1.403770 0.23 0.32 0.13 -0.8210
C 4.930850 2.336364 -2.559970 0.11 0.02 -0.12 -0.8580
C 3.835950 1.507864 -2.519670 -0.29 -0.08 0.06 -0.7096
C 3.161550 1.277264 -1.314470 1.22 0.96 -0.63 0.7280
O 2.199750 0.387564 -1.277070 0.62 2.91 -5.61 -0.2761
H 2.708550 -2.554536 2.333830 -0.32 0.08 0.46 0.3234
H 1.465250 -4.072836 5.211630 0.05 0.06 -0.04 0.3511
H 0.607150 -2.849736 7.180730 -0.07 -0.08 0.10 0.3438
H 0.404850 -0.388336 7.116530 -0.11 0.09 0.11 0.3362
H 1.024650 0.832364 5.034630 -0.02 0.05 0.11 0.3685
H 3.654950 1.685164 1.990130 -0.02 0.05 -0.11 0.4554
H 5.068750 3.230864 0.701730 0.06 -0.07 -0.07 0.4998
H 6.261750 3.592364 -1.430370 0.06 0.03 -0.06 0.3992
H 5.444750 2.488964 -3.498570 0.05 0.05 -0.06 0.4229
H 3.466950 1.005164 -3.404270 0.03 -0.02 -0.02 0.5012
S -4.721650 1.092764 2.270230 0.09 0.41 -0.28 -0.4221
C -3.555650 0.221964 3.264830 0.53 0.29 -0.12 -0.4025
C -2.264850 0.414664 2.915430 0.16 -0.45 0.60 -1.3651
C -2.193050 1.194064 1.732030 -0.54 1.01 -0.43 0.5368
C -3.481850 1.203164 0.904630 -0.24 -0.05 0.31 1.5527
C -3.677150 0.045564 -0.039870 0.03 -0.22 -0.19 -0.9582
C -4.816550 -0.747236 -0.055470 0.09 -0.09 -0.20 -0.8781
C -4.810250 -1.927636 -0.780670 0.29 0.21 -0.14 -0.8282
C -3.682250 -2.265036 -1.509570 -0.16 0.19 0.12 -1.0279
C -2.616750 -1.388536 -1.495370 0.17 -0.14 -0.29 -0.2443
N -2.617950 -0.251236 -0.802570 0.34 0.30 -0.07 0.9402
H -3.903150 -0.343536 4.118530 0.15 -0.04 0.04 0.4203
H -1.408250 0.076564 3.490530 -0.26 -0.11 0.01 0.7869
H -5.657450 -0.500636 0.569530 0.01 -0.01 0.04 0.4520
H -5.645150 -2.604136 -0.711470 -0.14 -0.08 -0.05 0.4071
H -3.597950 -3.204736 -2.028270 0.02 -0.12 -0.03 0.4279
H -1.703150 -1.625436 -2.036170 -0.12 0.01 0.10 0.2531
O 1.625250 -4.423236 1.087530 0.15 -0.66 -0.16 -0.1285
C 1.108950 -4.855036 -0.062170 0.08 -0.16 -0.04 -0.0703
C 0.436750 -6.073636 -0.188170 0.00 -0.15 0.00 -0.4711
C 0.003450 -6.485336 -1.430970 0.07 -0.02 0.09 -0.7383
C 0.220950 -5.714136 -2.567470 -0.10 0.06 -0.28 -0.7056
C 0.771050 -4.455536 -2.430670 0.02 -0.18 0.07 -0.3114
C 1.200450 -4.025036 -1.184570 -0.05 -0.03 0.34 -0.1499
C 1.492050 -2.602636 -0.943070 0.02 -1.04 -1.21 1.0769
O 2.448150 -2.252336 -0.196370 1.86 -2.09 -1.48 -0.5081
O 0.684050 -1.788436 -1.473670 0.73 0.42 -0.42 0.3112
H 1.305350 -4.981836 1.841130 -0.36 0.33 0.06 0.0313
H 0.221150 -6.643236 0.707530 0.04 0.02 -0.04 0.3444
H -0.532950 -7.417936 -1.509870 -0.04 -0.19 -0.04 0.3838
H -0.092250 -6.062336 -3.542070 -0.07 -0.06 -0.04 0.3776
H 0.875450 -3.793136 -3.281370 -0.09 0.06 0.01 0.4487
Se -3.483850 -3.486236 1.768930 -0.54 0.17 -1.04 -0.8097
Sb -1.284750 -3.017436 2.660630 -2.47 -1.99 1.87 1.4337
Se -2.081450 -2.422536 4.888630 0.16 0.92 0.73 -0.8045
Se -0.632650 -5.295036 3.246430 1.17 -0.70 -0.27 -0.8745
Se 0.124050 -1.643036 1.308030 -8.35 -5.03 4.85 1.2267
F 1.313250 6.614064 -2.969270 -0.04 -0.20 0.08 -0.3863
C 1.002950 5.370764 -2.514570 -0.05 0.12 -0.18 0.0018
C 1.264750 5.056464 -1.197570 0.13 0.10 -0.06 -1.0640
C 0.969150 3.779964 -0.756670 0.21 0.26 0.53 -0.5327
C 0.419250 2.849964 -1.616470 -0.71 -0.26 0.11 1.4880
C 0.110250 3.213564 -2.901770 0.05 0.53 -0.74 -0.9390
C 0.417950 4.469864 -3.382070 0.11 0.46 -0.18 -0.8848
Sb -0.081950 0.871864 -1.085070 -2.26 0.62 -1.75 2.6808
C -0.393950 0.311164 -3.120270 -0.25 0.30 0.41 0.7871
C -1.603350 0.685464 -3.682970 -0.08 -0.21 -0.22 0.2552
C -1.878250 0.397164 -5.005770 -0.11 -0.09 -0.40 -0.8767
C -0.922850 -0.275036 -5.746970 -0.08 0.07 -0.08 0.0634
F -1.185650 -0.560536 -7.049370 -0.01 0.02 0.13 -0.3940
C 0.291050 -0.654836 -5.214370 -0.13 0.03 -0.16 -1.0706
C 0.547450 -0.343636 -3.890770 0.38 -0.26 0.10 -1.0072
C -1.771550 2.401164 1.242330 -0.36 -1.13 -0.10 0.4618
C -2.964850 2.560264 0.313030 0.21 0.14 -0.09 1.6383
C -3.599050 3.891164 0.518430 0.13 0.32 0.10 -0.9006
C -2.844950 4.870764 1.037930 -0.87 -0.37 -0.42 0.0742
F -3.346750 6.137464 1.077430 0.06 0.01 0.09 -0.3910
C -1.542450 4.722564 1.634930 0.52 -0.36 0.21 -0.6142
C -1.021550 3.480764 1.779030 0.10 0.72 0.21 -0.9866
H 1.693350 5.791364 -0.534670 0.06 0.12 0.03 0.5291
H 1.162450 3.529064 0.278830 -0.01 -0.01 -0.14 0.8605
H -0.375450 2.502364 -3.546370 0.16 0.25 -0.25 0.4964
H 0.216050 4.743064 -4.408170 -0.03 0.11 -0.02 0.5071
H -2.341350 1.210264 -3.089170 -0.12 -0.02 -0.01 0.1982
H -2.815950 0.681664 -5.461670 -0.04 -0.03 -0.06 0.4871
H 1.015550 -1.193536 -5.808170 -0.02 0.00 -0.10 0.4738
H 1.486550 -0.664536 -3.455970 -0.11 0.09 0.06 0.5696
H -2.763450 2.434364 -0.767870 -0.01 -0.08 0.08 -0.5611
H -4.584750 4.086164 0.124530 -0.12 0.19 0.00 0.4728
H -1.085750 5.604864 2.058630 0.07 0.01 0.04 0.4856
H -0.150850 3.278664 2.387330 0.15 0.05 -0.02 0.4921


No. 2
101
Properties=species:S:1:pos:R:3:forces:R:3:mulliken_charge:R:1 method="wB97M-V/def2-TZVPD" multiplicity=1 gap_ev=6.43 charge=-2 relative_energy_kcal_mol=35.92 largest_force_ev_per_a=1.6
Y -0.467858 -1.024775 -1.342358 1.47 -0.41 -0.26 -1.0817
O 2.704973 0.938220 1.644773 0.07 0.01 0.05 -0.0893
C 3.854847 0.322905 1.299441 -0.03 0.03 0.02 0.0856
C 4.988318 0.560053 2.078513 -0.01 -0.01 0.02 -0.7626
C 6.186374 -0.058952 1.773624 -0.01 0.01 -0.01 -0.3761
C 6.270238 -0.922852 0.686382 -0.01 0.00 0.00 -0.8941
C 5.148144 -1.143338 -0.094561 0.01 -0.02 0.00 -0.7944
C 3.930666 -0.526536 0.183618 -0.02 0.03 0.00 -0.1599
C 2.736753 -0.749236 -0.691446 0.03 0.01 0.14 0.1531
O 1.607238 -0.228412 -0.293811 -0.26 0.18 -0.29 2.7062
N 2.932580 -1.422428 -1.778599 0.00 0.09 -0.02 -1.1677
N 1.758711 -1.565302 -2.514993 0.06 -0.14 0.14 1.2852
C 1.914293 -2.292995 -3.558964 0.03 0.10 -0.08 -0.6995
C 0.885985 -2.571798 -4.540515 -0.06 -0.07 0.12 1.3854
C 1.088233 -3.598574 -5.464506 0.03 0.06 -0.03 -0.6468
C 0.115997 -3.944713 -6.381762 -0.01 0.00 0.00 -0.7405
C -1.080200 -3.222778 -6.393447 0.03 0.02 -0.03 -0.5101
C -1.302135 -2.190845 -5.504947 -0.02 -0.01 0.04 -0.5767
C -0.344736 -1.860630 -4.518370 0.14 -0.03 -0.05 -1.0892
O -0.578683 -0.967046 -3.612420 -0.47 -0.30 0.01 0.5551
H 2.037465 0.568916 0.988374 -0.02 -0.07 0.01 -0.2019
H 4.896468 1.236965 2.919358 0.00 -0.01 0.01 0.4274
H 7.059034 0.131955 2.387950 0.00 -0.01 0.00 0.4004
H 7.202292 -1.421371 0.451796 0.00 0.01 0.00 0.3859
H 5.181669 -1.806495 -0.948176 0.00 0.00 0.00 0.4449
H 2.901626 -2.729748 -3.724709 -0.01 -0.02 0.00 0.2294
H 2.021565 -4.151431 -5.425830 -0.01 -0.01 0.00 0.3164
H 0.261939 -4.781983 -7.051038 0.01 0.02 -0.02 0.3459
H -1.858517 -3.489170 -7.100184 0.00 0.00 0.00 0.3823
H -2.237695 -1.644474 -5.493706 -0.01 -0.02 0.01 0.4283
S -4.226143 1.829818 -2.605819 0.02 -0.08 -0.04 -0.3826
C -5.031116 0.504376 -1.888101 -0.02 0.00 0.00 -0.3480
C -4.157966 -0.432306 -1.421421 0.04 -0.07 0.01 -0.5946
C -2.773311 -0.127140 -1.624610 0.36 0.28 0.18 0.1853
C -2.673114 1.077187 -2.277575 -0.19 0.29 0.10 0.9552
C -1.451479 1.751267 -2.717563 0.01 0.15 -0.07 0.2829
C -1.464598 2.870145 -3.563512 0.05 0.02 0.06 -0.9639
C -0.270829 3.413894 -3.983148 0.02 0.01 -0.01 -0.8105
C 0.932040 2.834765 -3.589867 0.04 -0.01 -0.05 -1.2226
C 0.878026 1.732132 -2.762004 -0.30 0.13 0.09 -0.7240
N -0.278030 1.242889 -2.307699 -0.10 0.01 0.19 1.4722
H -6.110541 0.483310 -1.852053 0.00 0.00 0.00 0.5090
H -4.496405 -1.349913 -0.954915 -0.01 0.00 0.00 0.4631
H -2.404859 3.290861 -3.892690 -0.01 -0.02 0.01 0.4975
H -0.271924 4.279496 -4.635212 0.00 0.00 0.00 0.3982
H 1.883390 3.220285 -3.929467 0.01 -0.02 0.00 0.5168
H 1.769094 1.204433 -2.442318 0.00 0.04 0.05 0.3534
O 1.146664 -1.182507 2.845945 0.00 0.11 -0.02 0.7202
C 1.070548 -2.501815 3.149026 -0.05 -0.02 0.01 0.7967
C 1.530292 -3.025254 4.349897 -0.04 0.02 0.02 -1.0130
C 1.450004 -4.392073 4.579327 0.00 0.01 0.01 -0.5750
C 0.923169 -5.231467 3.611119 -0.02 0.00 0.00 -0.8777
C 0.476240 -4.697364 2.406920 -0.02 -0.02 0.01 -0.5901
C 0.525507 -3.333925 2.171275 0.21 -0.01 -0.08 -0.1592
C 0.137009 -2.707490 0.852942 -0.11 0.27 0.13 1.2176
O -0.901820 -1.969441 0.825653 -0.17 0.10 -0.12 -0.8193
O 0.869259 -2.862551 -0.137639 -0.27 -0.24 -0.07 -0.7792
H 1.615404 -0.688216 3.526660 0.03 -0.02 0.00 0.1078
H 1.954651 -2.359979 5.094794 0.00 0.00 0.00 0.4248
H 1.812268 -4.797712 5.516420 0.00 0.00 0.00 0.3826
H 0.870544 -6.299248 3.780401 0.00 0.00 0.00 0.3878
H 0.090781 -5.345642 1.630763 0.04 0.01 -0.01 0.4064
Se -0.651444 -7.676884 -3.550884 0.01 0.04 -0.01 -0.6013
Sb -2.295828 -6.176433 -2.700687 -0.06 -0.30 -0.15 0.5514
Se -4.621991 -6.394145 -3.164238 -0.03 0.03 -0.02 -0.6355
Se -1.753931 -5.154585 -0.468405 -0.15 -0.01 0.04 -0.3564
Se -1.506969 -3.752090 -2.417928 -0.10 -0.06 0.12 0.1883
F -6.281959 4.542970 0.455370 -0.01 0.00 -0.01 -0.3862
C -5.081482 3.923717 0.597787 0.01 0.02 0.00 0.4179
C -5.057665 2.589302 0.941274 0.00 -0.01 0.00 -0.7799
C -3.825390 1.968799 1.087108 -0.01 -0.01 -0.01 -0.4108
C -2.635247 2.670047 0.907988 0.05 0.08 0.07 0.6602
C -2.707700 4.008598 0.529991 -0.02 -0.01 -0.02 -0.4157
C -3.931645 4.649124 0.375527 0.00 -0.01 0.00 -0.8378
Sb -0.763307 1.624294 1.100147 -0.25 -0.21 -0.21 0.0907
C -0.952719 1.099785 3.166805 0.03 0.07 0.05 0.6689
C -0.109716 1.603731 4.152483 -0.03 0.02 0.00 -0.4302
C -0.186166 1.147506 5.464414 0.03 -0.02 0.00 -0.7871
C -1.115250 0.174373 5.765763 0.00 -0.01 0.00 0.4381
F -1.198897 -0.271910 7.044812 0.00 0.00 0.00 -0.3860
C -1.949495 -0.372393 4.813199 -0.01 0.01 -0.02 -0.7616
C -1.853846 0.093050 3.509171 0.04 -0.07 0.01 -0.3226
C 0.417516 3.389459 1.348140 0.04 0.04 -0.03 0.0670
C 1.529605 3.550184 0.524264 -0.01 0.02 0.02 -0.2826
C 2.317086 4.693199 0.593713 0.00 -0.02 -0.01 -0.8278
C 1.971003 5.667784 1.503839 0.00 0.01 0.01 0.3052
F 2.730991 6.789122 1.583106 0.00 0.01 0.00 -0.3788
C 0.880148 5.551212 2.342388 -0.01 -0.01 0.00 -0.8284
C 0.105314 4.402907 2.253428 0.00 0.00 0.00 -0.4720
H -5.984243 2.044712 1.063752 0.00 0.00 0.00 0.4524
H -3.809268 0.909438 1.313999 0.00 0.01 0.01 0.2049
H -1.802248 4.572759 0.342128 0.01 0.01 0.03 0.4200
H -3.997505 5.688839 0.082763 0.00 0.00 -0.01 0.4399
H 0.636838 2.348541 3.902663 -0.01 0.01 0.00 0.3141
H 0.464222 1.529957 6.240528 0.00 0.00 0.00 0.4342
H -2.636853 -1.161959 5.085705 0.01 -0.01 0.00 0.4346
H -2.456283 -0.386109 2.745845 0.00 0.00 0.00 0.1522
H 1.799991 2.766819 -0.174300 -0.01 0.02 -0.01 0.2061
H 3.186265 4.825306 -0.036561 0.00 0.00 0.00 0.4880
H 0.649506 6.345409 3.040278 0.00 0.00 0.00 0.4163
H -0.759780 4.301617 2.899611 0.00 0.00 -0.01 0.5914